Record 1
{"formula": "C40H85FI2N17O27S2", "method": "ωB97M-V with the def2-TZVPD basis set", "de_lowest_kcal_mol": 382.9, "total_charge": 1, "homo_ev": -10.90, "homo_lumo_gap_ev": 6.41, "elements": ["C", "H", "H", "I", "S", "H", "H", "N", "H", "C", "C", "O", "O", "H", "O", "C", "H", "N", "H", "C", "O", "H", "H", "H", "H", "H", "N", "H", "C", "H", "O", "O", "H", "H", "C", "H", "N", "N", "C", "H", "I", "C", "O", "N", "H", "C", "O", "N", "H", "N", "H", "H", "H", "O", "C", "H", "H", "N", "O", "C", "H", "N", "H", "H", "N", "O", "H", "C", "H", "N", "C", "C", "C", "O", "H", "C", "H", "C", "H", "H", "H", "O", "H", "C", "C", "C", "H", "C", "H", "C", "H", "N", "H", "C", "H", "O", "O", "N", "H", "H", "C", "N", "H", "H", "H", "C", "H", "C", "O", "C", "H", "H", "C", "H", "C", "O", "H", "H", "O", "H", "O", "H", "H", "H", "H", "H", "O", "H", "N", "H", "H", "C", "H", "C", "C", "H", "H", "H", "H", "H", "H", "C", "H", "O", "H", "H", "N", "H", "C", "O", "H", "H", "H", "O", "F", "O", "H", "O", "H", "C", "H", "H", "C", "C", "H", "O", "C", "H", "O", "C", "H", "S", "H", "H"], "positions_angstrom": [[-3.87, 3.47, -3.52], [-2.34, -4.47, 2.81], [-6.06, 10.62, -1.05], [-4.75, 7.69, -0.32], [-0.77, 5.42, -5.05], [6.15, -8.37, -2.32], [2.19, 4.83, -0.02], [-4.60, 5.49, 8.15], [7.40, -17.46, 2.22], [-1.36, 7.57, -1.75], [-8.36, 3.55, -5.53], [5.04, -13.42, 0.23], [7.43, -4.71, 3.90], [5.99, -14.55, -2.62], [-7.42, 1.73, -4.41], [-4.35, 9.18, -1.87], [0.52, 3.38, 3.79], [-8.27, 2.85, 1.53], [-1.77, 7.12, -0.75], [-5.34, 10.51, -1.96], [9.28, -18.96, 2.14], [-3.29, 3.87, -2.59], [5.29, -7.63, -3.71], [-3.20, -3.73, 1.42], [-0.88, 9.83, -1.57], [-2.95, -0.40, -0.99], [-4.05, 6.11, -3.85], [2.08, -8.88, 1.38], [2.00, 2.48, 0.00], [10.34, -5.40, -6.35], [7.59, -2.66, 4.68], [-2.61, -6.66, 1.85], [-1.28, 4.19, -1.70], [-5.10, 6.49, 3.52], [-2.36, -4.34, 1.72], [-10.08, 3.19, 0.54], [-2.53, -5.68, 1.09], [2.01, -2.61, 1.70], [-2.95, -0.07, 0.14], [2.35, -8.29, -0.30], [-2.94, 10.58, -4.39], [-2.47, 6.74, 5.20], [3.35, -6.60, 1.41], [8.71, -18.66, 1.08], [3.22, 0.70, -0.81], [-9.68, 3.32, 1.54], [9.60, -7.89, -4.82], [5.43, -14.24, -0.61], [-4.74, 2.75, -3.16], [6.95, -3.64, 4.28], [5.07, -4.30, 4.93], [9.93, -7.01, -7.03], [-4.28, 5.34, 5.68], [2.79, -1.89, 2.33], [-3.74, 1.37, 0.22], [6.40, -12.94, -1.94], [-3.58, -0.85, 0.76], [-0.68, 6.23, 2.11], [-2.57, -5.71, -0.14], [-3.72, 5.85, 9.29], [-4.05, 5.26, 10.15], [-8.42, 2.45, -4.53], [-7.38, 3.53, -6.02], [-5.16, 3.68, 0.68], [6.70, -6.41, 0.30], [-7.98, 1.92, 2.29], [8.61, -6.30, 1.16], [2.61, -3.78, 0.99], [-5.57, 4.68, -4.45], [-2.28, 7.83, -2.92], [-4.89, 4.26, 2.93], [2.14, 1.17, -0.99], [-4.23, 5.72, 3.33], [8.98, -5.88, -4.18], [7.08, -7.83, -3.77], [1.79, -8.14, 0.63], [-0.98, -1.08, 0.88], [6.13, -8.25, -3.41], [7.80, -16.85, 0.58], [1.22, -0.28, 0.55], [1.14, -0.98, -1.20], [9.02, -19.06, -0.05], [3.09, -4.41, 1.74], [9.58, -6.19, -6.40], [0.81, 6.32, 1.90], [7.58, -6.06, 1.44], [2.88, 2.39, 0.79], [5.47, -3.53, 4.27], [-4.75, 3.47, 3.79], [2.12, 3.93, -0.77], [7.26, -6.64, 2.30], [9.37, -6.70, -5.02], [0.70, 3.15, -2.48], [-0.05, 8.85, 0.32], [-2.81, 4.55, 4.69], [-9.47, 2.33, -3.89], [5.66, -15.44, -0.41], [5.96, -9.58, -4.04], [3.18, 3.90, -1.33], [0.72, -8.16, 0.45], [-3.24, 9.00, -2.84], [2.16, -6.79, 1.16], [-3.23, 2.10, -0.55], [4.69, -13.34, -2.35], [6.68, -18.25, 0.78], [-0.53, 0.56, -0.72], [-1.00, 8.65, 1.00], [-0.37, 4.92, -1.44], [-0.74, 3.86, -5.28], [7.56, -17.73, 1.17], [5.19, -2.54, 4.64], [-3.44, 4.35, 1.07], [0.41, 4.40, 3.18], [-4.31, 1.51, 2.48], [-4.38, 4.74, -4.42], [-4.61, 4.30, 7.79], [-8.51, 4.49, -5.00], [-2.62, 7.64, 4.46], [-7.49, 3.43, 0.76], [-1.32, 6.44, 5.10], [6.70, -7.60, -0.06], [-0.44, 5.12, -0.29], [-2.59, 7.08, 6.33], [7.49, -4.99, 1.64], [1.99, 1.41, -2.14], [3.33, -3.39, 0.27], [1.25, -5.97, 1.30], [-3.82, 6.92, 9.49], [-0.91, 5.08, 2.87], [-0.64, 1.74, -0.67], [-3.48, 6.12, 2.51], [0.99, 4.16, -1.94], [-2.59, 2.25, 2.08], [5.64, -13.73, -1.99], [-4.30, 3.65, 1.51], [-6.03, 10.34, -2.91], [-4.76, 11.52, -2.09], [1.00, 2.51, 0.62], [-10.24, 2.73, 2.27], [-6.06, 4.42, 2.81], [-2.70, 5.60, 9.01], [-3.49, 5.51, 4.81], [-3.09, 2.88, -4.20], [-5.27, 6.40, 7.63], [1.81, -4.32, 0.48], [-1.01, 0.23, -1.74], [-1.49, 5.69, -3.49], [0.64, 8.79, -1.95], [1.02, 0.03, -0.57], [0.79, -2.46, 1.61], [-9.16, 3.37, -6.26], [0.44, 6.74, -2.72], [1.50, 4.83, -2.78], [6.04, -5.50, -0.22], [-1.83, 6.08, -6.23], [5.92, -9.62, -5.28], [0.29, 9.97, 0.55], [0.67, 5.98, -5.21], [8.63, -5.80, -6.76], [-3.68, 2.11, 1.68], [5.14, -3.66, 3.24], [-9.67, 4.38, 1.83], [-2.80, 6.52, -3.46], [-0.57, 6.25, -2.39], [-1.17, 0.68, 1.54], [1.51, 5.20, 2.55], [-0.36, 8.80, -1.29], [-4.04, 4.70, -5.55], [5.87, -10.56, -3.29], [-1.37, 0.00, 0.61], [-4.83, 6.82, -3.72], [1.40, 7.76, 0.86], [-4.89, 1.15, -0.04], [-1.41, -3.93, 1.37]], "lowdin_charge": [-0.073, 0.100, 0.081, 0.856, 0.909, 0.073, 0.083, -0.429, 0.097, -0.226, 0.028, 0.051, 0.021, 0.098, 0.045, -0.677, 0.163, -0.415, 0.104, -0.194, 0.050, 0.060, 0.105, 0.097, 0.123, 0.106, 0.109, 0.109, -0.211, 0.102, 0.070, 0.049, 0.109, 0.109, 0.040, 0.101, -0.425, -0.396, -0.217, 0.107, 0.806, -0.153, 0.048, -0.429, 0.119, 0.042, 0.055, -0.421, 0.102, -0.406, 0.106, 0.099, 0.083, 0.044, -0.217, 0.094, 0.106, -0.026, 0.044, 0.037, 0.103, -0.425, 0.086, 0.085, -0.410, 0.067, 0.110, 0.025, 0.132, -0.060, -0.199, -0.199, -0.223, 0.042, 0.076, 0.064, 0.086, 0.047, 0.089, 0.090, 0.126, 0.047, 0.075, 0.040, -0.459, 0.031, 0.124, 0.047, 0.111, -0.190, 0.101, -0.427, 0.115, -0.441, 0.094, 0.061, 0.039, -0.416, 0.127, 0.102, -0.681, -0.386, 0.093, 0.102, 0.103, -0.201, 0.102, -0.112, -0.324, 0.028, 0.100, 0.086, -0.004, 0.124, -0.173, 0.044, 0.097, 0.071, 0.015, 0.058, 0.044, 0.105, 0.067, 0.079, 0.109, 0.113, 0.017, 0.097, -0.008, 0.094, 0.061, -0.180, 0.095, 0.036, -0.213, 0.100, 0.064, 0.095, 0.100, 0.099, 0.101, -0.257, 0.101, 0.044, 0.078, 0.111, -0.113, 0.138, -0.213, 0.021, 0.106, 0.153, 0.114, 0.038, -0.222, 0.051, 0.108, -0.292, 0.103, -0.198, 0.088, 0.102, -0.093, -0.195, 0.105, -0.088, -0.167, 0.141, 0.041, -0.186, 0.174, 0.867, 0.126, 0.080]}

Record 2
{"formula": "C40H85N4O9PSi", "method": "ωB97M-V with the def2-TZVPD basis set", "homo_ev": -8.41, "homo_lumo_gap_ev": 8.94, "smiles": "CCC[C@H](C)[C@]1(CCCCCCCC[Si](C)(C)c2ccccc2)OC(=O)O[C@@H]1P(O)O.COC[C@@H](C)N.COC[C@@H](C)N.COC[C@@H](C)N.COC[C@@H](C)N", "elements": ["C", "C", "C", "H", "H", "H", "C", "H", "H", "C", "H", "H", "O", "H", "H", "O", "H", "C", "C", "H", "O", "H", "H", "H", "C", "H", "H", "O", "H", "H", "C", "C", "H", "H", "N", "H", "H", "H", "H", "C", "H", "O", "H", "C", "H", "H", "C", "H", "C", "P", "H", "H", "H", "H", "H", "H", "H", "C", "H", "C", "H", "N", "H", "H", "H", "H", "H", "H", "C", "N", "H", "C", "H", "C", "H", "C", "C", "H", "C", "H", "H", "H", "H", "H", "C", "H", "C", "H", "H", "H", "C", "H", "H", "H", "H", "H", "C", "O", "H", "H", "O", "C", "O", "C", "C", "H", "H", "H", "C", "C", "H", "H", "Si", "H", "C", "H", "H", "H", "C", "C", "C", "H", "H", "C", "H", "N", "C", "H", "H", "H", "H", "H", "H", "O", "H", "C", "H", "H", "C", "C"], "positions_angstrom": [[0.52, 0.52, 1.12], [-7.03, 4.82, 0.46], [5.96, -11.12, -2.67], [5.94, -3.56, -2.44], [2.93, -3.01, -1.59], [-9.78, -0.93, -2.96], [9.99, -4.47, -3.14], [-2.40, 3.55, 6.39], [10.65, -3.68, -5.04], [-4.46, 5.83, 1.87], [5.50, -4.69, -0.58], [-6.73, 0.44, 3.24], [-6.77, 5.50, 1.58], [10.78, -3.77, -1.40], [1.95, -4.57, 1.86], [-6.05, 3.87, 0.33], [4.14, -8.89, -4.32], [-3.96, 4.46, 5.21], [1.94, 5.62, 1.99], [3.44, -2.95, 1.96], [-7.96, 5.01, -0.29], [9.72, -2.78, -2.08], [3.02, 1.08, -0.37], [-7.66, 1.84, 0.37], [-9.06, -0.31, -2.42], [6.56, -9.40, -4.46], [6.43, -12.02, -2.26], [7.79, -4.29, -2.00], [3.22, -1.48, 1.02], [9.13, -5.73, -1.64], [-5.99, 5.10, 3.78], [-3.45, 3.40, 6.17], [10.78, -5.23, -3.24], [-6.09, -2.12, -5.00], [-7.45, 1.50, -2.59], [-8.10, 4.53, 3.43], [-2.02, 8.09, 1.98], [1.16, 0.15, 0.34], [9.20, -4.67, -5.16], [0.65, 1.78, 1.58], [3.59, 4.31, 1.97], [1.87, -2.91, 0.61], [-9.56, 0.09, -1.54], [1.05, 3.85, -0.57], [2.46, 6.22, 2.73], [2.21, 6.05, 1.03], [8.78, -5.17, -2.50], [6.69, -7.14, -1.53], [-3.27, 5.22, 1.14], [-7.01, 2.34, 2.36], [-0.45, -1.34, 1.25], [-4.76, 2.98, 1.63], [4.75, -4.83, 1.01], [1.72, -4.92, 0.12], [-1.69, 6.04, -0.11], [7.69, -8.50, -3.47], [0.40, -4.23, 1.07], [0.46, 5.78, 2.30], [-1.87, 6.53, 2.71], [6.72, -9.00, -3.45], [0.27, 4.51, -0.21], [10.50, -3.39, -2.30], [7.23, -2.90, -3.43], [5.18, -2.47, 0.18], [-4.86, 6.59, 1.22], [-3.04, 7.08, 0.20], [8.33, -5.90, -3.19], [-7.17, 2.32, -3.12], [5.66, -7.97, -3.07], [3.87, -2.64, -1.43], [5.04, -10.94, -2.10], [3.20, -2.57, 0.96], [3.74, -1.64, -1.48], [6.86, -3.81, -2.96], [6.63, -4.57, -3.72], [-0.38, -0.33, 1.61], [-5.71, 3.51, 1.67], [-3.59, 4.65, 0.28], [-8.14, 0.39, -4.70], [-0.16, 4.98, 1.93], [-4.06, 6.34, 2.74], [0.34, 5.85, 3.38], [-7.84, 6.20, 3.88], [3.89, 2.63, -0.57], [2.52, 4.21, 2.13], [-8.25, -0.96, -2.07], [-1.22, 0.06, 2.58], [-5.59, 6.06, 4.07], [-7.85, -2.12, -4.83], [5.71, -11.30, -3.72], [4.23, -8.44, -3.33], [-4.03, 3.43, 7.08], [1.75, 4.46, -1.12], [3.90, -9.16, -2.59], [-3.55, 2.40, 5.77], [-8.92, -0.22, -5.17], [4.59, -4.49, -0.02], [-8.10, 2.15, 1.18], [-9.36, 1.55, -3.40], [-1.96, -0.57, 3.02], [-6.28, 0.89, 2.53], [-7.50, 5.18, 4.05], [6.87, -10.06, -2.52], [4.26, -3.00, -0.06], [-0.11, 7.08, 1.70], [-8.02, 1.29, -5.32], [3.81, -5.10, -0.47], [5.78, -8.38, -1.10], [9.71, -3.93, -4.54], [1.49, -4.23, 0.94], [-6.79, -1.83, -3.41], [9.11, -3.02, -4.52], [1.92, 2.96, 0.85], [-3.99, 5.40, 5.74], [-5.61, 4.90, 2.30], [-5.96, 3.96, 5.58], [4.03, 1.71, 0.90], [-3.29, 4.59, 4.36], [-0.18, 2.16, 2.58], [3.35, 1.99, 0.11], [-5.34, 4.06, 4.71], [-6.64, 0.89, -2.64], [3.54, -7.60, -3.29], [-1.65, 7.10, 1.81], [5.83, -7.09, -3.71], [5.77, -7.54, -1.68], [-6.92, -1.66, -4.48], [2.39, 3.83, 3.14], [0.16, 7.03, 0.65], [0.33, 7.94, 2.18], [-7.74, 4.96, 5.08], [-2.71, 4.54, 1.78], [-1.76, 1.65, 3.83], [-6.89, -0.27, -4.78], [-5.27, 3.07, 4.28], [-1.10, 1.32, 3.05], [-0.14, 3.12, 3.05], [0.57, 3.12, -1.21], [-2.37, 6.36, 0.67], [-8.54, 0.83, -3.29]], "lowdin_charge": [-0.117, -0.562, -0.106, 0.051, 0.074, 0.078, -0.432, 0.068, 0.075, -0.085, 0.047, 0.041, 0.049, 0.071, 0.092, 0.018, 0.079, -0.249, -0.264, 0.122, 0.157, 0.069, 0.005, 0.060, -0.069, 0.121, 0.087, -0.200, 0.111, 0.122, -0.279, -0.109, 0.135, 0.086, 0.050, 0.041, 0.107, 0.095, 0.078, -0.244, 0.071, -0.203, 0.074, -0.148, 0.106, 0.101, -0.222, 0.064, -0.186, 0.880, 0.106, 0.133, 0.083, 0.076, 0.099, 0.114, 0.084, -0.234, 0.090, -0.210, 0.005, 0.039, 0.079, 0.139, 0.133, 0.107, 0.106, 0.080, -0.432, 0.046, 0.075, -0.205, 0.070, -0.091, 0.087, -0.093, -0.287, 0.111, -0.211, 0.074, 0.106, 0.118, 0.081, 0.029, -0.240, 0.063, -0.086, 0.129, 0.090, 0.090, -0.067, 0.072, 0.034, 0.064, 0.064, 0.119, -0.065, -0.233, 0.137, 0.107, -0.256, -0.061, -0.187, -0.421, -0.196, 0.122, 0.065, 0.074, -0.070, -0.101, 0.075, 0.064, 0.617, 0.111, -0.309, 0.110, 0.032, 0.096, -0.115, -0.163, -0.182, 0.072, 0.075, -0.189, 0.125, 0.060, -0.108, 0.076, 0.100, 0.110, 0.077, 0.104, 0.100, -0.189, 0.085, -0.104, 0.093, 0.034, -0.192, -0.429]}